# C8H6BrCl2F3

C8H6BrCl2F3 in the gas phase (ωB97M-V/def2-TZVPD, the OMol25 dataset).

Bonds (Å) are listed after each position.
Positions of all 20 atoms, in Å:
1 C -0.05297 -1.13426 -1.92108  H13 1.107, C15 1.321, C20 1.455
2 H 1.76842 0.78660 0.37968  C11 1.098
3 H 0.47074 0.80766 -1.66186  C15 1.030
4 C 1.28451 -1.44695 0.15168  C11 1.524, H12 1.033, C20 1.339
5 C 0.05542 0.59230 1.19599  C6 1.435, C11 1.303, C14 1.543
6 C 0.15248 1.99833 1.46717  C5 1.435, H7 1.092, H8 1.091, Cl19 1.764
7 H -0.17707 2.32121 2.45684  C6 1.092
8 H 1.05669 2.49262 1.10840  C6 1.091
9 Br 1.40969 -3.61374 -1.72439  C20 1.963
10 F -1.84113 0.29185 2.46717  C14 1.350
11 C 1.03683 -0.00655 0.58311  H2 1.098, C4 1.524, C5 1.303
12 H 1.72181 -2.04511 0.87213  C4 1.033
13 H -0.66235 -1.81409 -2.54737  C1 1.107
14 C -1.30190 -0.13262 1.30497  C5 1.543, F10 1.350, F16 1.327, F17 1.335
15 C -0.15719 0.16056 -2.15945  C1 1.321, H3 1.030, Cl18 1.676
16 F -2.18719 0.15385 0.35951  C14 1.327
17 F -1.21895 -1.46417 1.35507  C14 1.335
18 Cl -1.20880 0.93109 -3.21257  C15 1.676
19 Cl -1.04252 2.95822 0.59347  C6 1.764
20 C 0.89349 -1.83680 -1.06848  C1 1.455, C4 1.339, Br9 1.963

Calculated values
* DFT total energy: -4102.36567 Ha
* largest force on an atom: 3.4 eV/Å
* energy above the lowest of the compared OMol25 structures with the same formula, charge and spin: 0.0 kJ/mol
* HOMO: -9.23 eV
* SMILES: FC(F)(F)\C(=C/C=C(Br)\C=C\Cl)CCl
* gap between HOMO and LUMO: 9.393 eV